[1]
DFT (ωB97M-V/def2-TZVPD) results for C26H25N3O3RuS2 as an isolated structure.

Computed properties:
Electronic energy, eV: -62229.48740
Relative energy (zero: lowest compared OMol25 entry of this formula, charge and spin), kcal per mole: 0.0
<S²>: 0.76
Highest occupied orbital energy (alpha / beta), eV: -10.777 / -11.222

ORCA input file:
```
! wB97M-V def2-TZVPD RIJCOSX def2/J DEFGRID3
* xyz 1 2
Ru -0.20 -1.05 0.13
C 2.00 -2.42 3.02
C 0.83 -3.03 2.64
C 0.56 -3.24 1.28
C 1.48 -2.82 0.31
C 2.67 -2.18 0.72
C 2.93 -1.99 2.05
H 2.22 -2.28 4.07
H 0.13 -3.38 3.38
H -0.28 -3.85 0.98
H 1.37 -3.16 -0.71
H 3.39 -1.87 -0.03
H 3.85 -1.52 2.37
C 1.49 -1.67 -2.83
C 0.02 -1.96 -2.85
C -0.52 -2.33 -4.11
C -1.84 -2.63 -4.23
C -2.67 -2.58 -3.09
C -4.05 -2.88 -3.14
C -4.81 -2.83 -2.01
C -4.23 -2.48 -0.79
C -2.89 -2.17 -0.71
S -2.15 -1.75 0.81
C -2.08 -2.21 -1.87
N -0.73 -1.89 -1.76
H 1.71 -0.93 -3.60
H 2.03 -2.59 -3.09
H 1.84 -1.29 -1.88
H 0.14 -2.35 -4.96
H -2.27 -2.90 -5.19
H -4.48 -3.16 -4.10
H -5.87 -3.07 -2.05
H -4.83 -2.44 0.11
N 1.25 0.70 2.12
C 1.27 1.27 3.33
C 0.13 0.86 3.99
C -0.53 0.03 3.08
N 0.16 -0.05 1.94
H 1.87 0.82 1.33
H 2.07 1.92 3.63
H -0.18 1.12 4.99
H -1.46 -0.50 3.19
C 0.88 6.69 1.50
C 0.74 5.34 0.85
C -0.13 4.38 1.36
C -0.28 3.15 0.75
C 0.45 2.88 -0.40
C 1.32 3.82 -0.94
C 1.46 5.04 -0.31
S 0.32 1.32 -1.18
O 0.43 1.48 -2.59
O -0.97 0.71 -0.69
O 1.36 0.40 -0.59
H 0.46 6.69 2.51
H 0.35 7.44 0.92
H 1.92 6.99 1.55
H -0.70 4.61 2.25
H -0.97 2.41 1.14
H 1.86 3.60 -1.85
H 2.13 5.78 -0.73
*
```

Atomic partial charges in e from the Mulliken method, atoms 1 to 2: atom 1 (Ru): 0.4096, atom 2 (C): -0.3258

---

[2]
DFT (ωB97M-V/def2-TZVPD) results for a 3-piece molecular cluster, C23H42F4N6O12PS3 overall at a distorted geometry.

Computed properties:
Electronic energy, eV: -110697.33014
Highest occupied orbital energy, eV: -11.157

ORCA input file:
```
! wB97M-V def2-TZVPD RIJCOSX def2/J DEFGRID3
* xyz 1 1
C 0.65 -3.76 -0.29
C 1.19 -2.81 -1.10
C 2.23 -1.70 -0.80
C 3.59 -2.30 -1.15
C 3.63 -3.05 -2.49
N 1.65 -0.59 -1.59
P 2.49 0.37 -2.71
O 4.04 0.48 -2.34
O 1.92 1.88 -2.55
S 2.31 -0.16 -4.53
C 0.52 -0.22 -0.87
N -0.55 0.31 -1.40
O -1.60 0.66 -0.60
C -0.75 0.54 -2.84
C -2.19 0.17 -3.20
F -2.27 0.10 -4.57
N 0.69 -0.52 0.46
C -0.43 -1.15 1.19
C -1.13 -0.23 2.22
N -2.60 -0.48 2.03
N -0.92 1.19 2.00
N -0.76 -0.54 3.60
C 2.09 -1.01 0.58
C 2.89 0.32 0.73
C 2.51 1.13 2.00
C 2.17 2.59 1.59
S 1.82 3.49 3.13
O 2.84 4.47 3.36
O 1.69 2.55 4.20
O 0.43 4.26 2.99
S 2.61 -1.97 2.04
O 2.50 -3.38 1.81
O 1.93 -1.59 3.23
C 4.45 -1.71 2.39
F 5.18 -1.70 1.27
F 4.78 -2.81 3.08
F 4.66 -0.65 3.16
H 1.25 -4.53 0.17
H -0.42 -3.71 -0.11
H 0.82 -2.77 -2.13
H 4.43 -1.61 -1.05
H 3.75 -3.06 -0.39
H 4.63 -3.11 -2.89
H 3.31 -4.07 -2.30
H 2.93 -2.66 -3.22
H 4.19 1.31 -1.87
H 1.89 2.17 -1.62
H -1.70 1.62 -0.66
H -0.11 -0.17 -3.36
H -0.49 1.56 -3.11
H -2.85 0.96 -2.86
H -2.46 -0.80 -2.78
H -1.18 -1.42 0.45
H -0.15 -2.09 1.68
H -3.07 -0.17 2.87
H -2.73 -1.48 1.98
H -1.78 1.57 1.65
H -0.68 1.68 2.85
H -1.11 0.17 4.23
H -1.21 -1.40 3.87
H 2.65 0.99 -0.09
H 3.96 0.17 0.67
H 1.62 0.75 2.50
H 3.33 1.22 2.69
H 3.05 3.05 1.15
H 1.28 2.63 0.97
H 0.05 4.08 2.10
O -1.79 3.73 1.94
C -2.43 4.74 2.14
O -1.94 5.95 1.87
C -2.87 6.97 2.32
C -4.21 6.27 2.38
C -3.81 4.84 2.75
H -2.53 7.33 3.29
H -2.85 7.80 1.61
H -4.91 6.73 3.08
H -4.68 6.27 1.39
H -3.73 4.70 3.83
H -4.47 4.10 2.32
O -2.57 -2.88 -1.61
C -2.90 -3.50 -2.59
O -3.76 -3.01 -3.50
C -4.04 -4.01 -4.50
C -2.86 -4.97 -4.45
C -2.47 -4.90 -2.97
H -4.98 -4.49 -4.24
H -4.14 -3.53 -5.47
H -3.10 -5.97 -4.80
H -2.04 -4.58 -5.06
H -3.02 -5.61 -2.36
H -1.40 -5.03 -2.82
*
```

Atomic partial charges in e from the Mulliken method, atoms 1 to 2: atom 1 (C): -0.9568, atom 2 (C): -0.7896

---

[3]
DFT (ωB97M-V/def2-TZVPD) results for a 10-piece molecular cluster, C5H30N2O9 overall at a distorted geometry.

Computed properties:
SMILES: [H]/N=C\NCCCC.O.O.O.O.O.O.O.O.O
Electronic energy, eV: -27079.05026
Relative energy (zero: lowest compared OMol25 entry of this formula, charge and spin), kcal per mole: 44.3
Highest occupied orbital energy, eV: -9.022

ORCA input file:
```
! wB97M-V def2-TZVPD RIJCOSX def2/J DEFGRID3
* xyz 0 1
C -2.45 0.81 -2.10
C -1.69 0.45 -0.85
C -1.03 1.55 0.05
C 0.40 1.85 -0.26
N 1.35 0.78 0.05
C 1.32 -0.12 1.10
N 2.17 -1.06 1.24
H -1.75 1.07 -2.91
H -3.09 -0.02 -2.44
H -3.10 1.68 -1.88
H -1.06 -0.41 -1.09
H -2.30 -0.01 -0.06
H -1.03 1.16 1.10
H -1.70 2.39 0.06
H 0.61 2.04 -1.32
H 0.71 2.75 0.27
H 2.17 0.82 -0.56
H 0.49 0.15 1.77
H 2.87 -1.06 0.50
H 0.92 -4.06 -0.55
H -0.03 -2.89 -0.78
O 0.63 -3.44 -1.24
H 1.20 -2.53 -2.64
H 1.87 -2.36 -4.03
O 1.32 -1.91 -3.38
H 0.17 3.74 3.48
H 0.00 3.29 2.05
O -0.09 2.97 2.96
H -1.63 -0.69 3.76
H -0.36 -0.31 3.14
O -1.28 -0.49 2.90
H 2.24 -3.81 1.70
H 1.04 -3.16 1.15
O 1.33 -4.02 1.48
H -1.55 4.03 -1.03
H -2.56 3.29 -1.80
O -1.90 4.00 -1.93
H -2.61 -3.23 -0.81
H -3.00 -3.22 0.62
O -2.40 -3.68 0.02
H 2.90 0.32 -3.37
H 2.18 -0.65 -2.56
O 2.93 -0.01 -2.46
H 2.39 0.79 3.20
H 1.50 2.02 3.54
O 1.88 1.21 3.91
*
```

Atomic partial charges in e from the Mulliken method, atoms 1 to 2: atom 1 (C): -1.4384, atom 2 (C): -0.2463